C5H3NS3 | the ωB97M-V functional and the def2-TZVPD basis

Last column: Mulliken charge in e.
Positions of all 12 atoms, in Å:
C (-0.481, -1.562, -1.863)  -0.7487
C (0.401, -0.831, -1.053)  0.2179
C (-0.430, 0.750, 1.545)  -0.0513
C (0.495, -0.283, 1.318)  0.1137
C (-1.111, 1.420, 0.594)  0.0245
N (0.740, -0.963, 0.214)  -0.0737
S (-1.948, 2.249, -0.412)  -0.1655
S (-0.460, -0.516, -3.327)  0.0003
S (0.671, 0.687, -2.091)  -0.2469
H (-0.434, 1.090, 2.634)  0.2734
H (1.122, -0.395, 2.172)  0.3533
H (1.435, -1.645, 0.269)  0.3031

Atoms 1-6, force components in eV/Å:
C 0.709 -0.090 0.418
C -3.472 2.118 -5.801
C 0.085 0.785 0.819
C -0.262 0.508 -0.987
C -1.192 0.629 -0.616
N 0.841 0.290 3.515

Values from the calculation:
Largest force on an atom in eV Å⁻¹: 7.08
Lowest unoccupied orbital energy (spin up / spin down) in eV: -1.5 / -1.5
E in a.u.: -1441.43368
HOMO level (spin up / spin down) in eV: -7.19 / -7.19
Frontier orbital gap (spin up / spin down) in eV: 5.69 / 5.69

=====

C10H12IO3S | the ωB97M-V functional and the def2-TZVPD basis

Last column: Mulliken charge in e.
Positions of all 27 atoms, in Å:
C (0.555, 0.957, 1.403)  -0.5649
C (1.996, 0.637, 1.693)  -1.0482
C (1.245, -0.423, -0.394)  -0.2992
C (-0.805, 1.218, -0.953)  -0.5946
C (0.432, 0.845, -0.114)  1.1381
C (2.673, -0.280, -0.457)  -0.1133
C (2.152, -0.668, 0.867)  0.2358
C (0.568, 1.803, -1.183)  -0.9786
C (-2.209, -0.954, -1.063)  -1.1445
C (-1.401, 0.144, -1.821)  -0.8134
O (4.343, -2.183, 1.140)  -0.5125
O (2.426, -2.367, 2.957)  -0.5481
O (3.673, -0.148, -1.127)  -0.6053
S (2.703, -2.305, 1.542)  0.5803
I (0.891, 3.889, -0.661)  -0.2754
H (-0.019, 0.285, 1.993)  0.2855
H (0.244, 1.996, 1.921)  0.2504
H (2.592, 1.379, 1.317)  0.3358
H (2.253, 0.411, 2.694)  0.5104
H (0.899, -1.281, -0.889)  0.5644
H (-1.502, 1.701, -0.394)  0.5095
H (-2.198, -1.941, -1.427)  0.3420
H (-3.158, -0.587, -1.131)  0.4018
H (-1.768, -0.914, 0.027)  0.2200
H (-1.949, 0.700, -2.577)  0.5091
H (-0.687, -0.464, -2.260)  0.2383
H (4.522, -1.746, 0.265)  0.3770

Atoms 1-6, force components in eV/Å:
C -0.777 3.643 1.691
C -1.471 -2.538 -0.076
C 0.503 0.468 0.757
C 2.935 -2.166 -0.152
C -0.652 -0.914 1.173
C 0.601 -0.597 -0.614

Values from the calculation:
Largest force on an atom in eV Å⁻¹: 4.36
Lowest unoccupied orbital energy in eV: 3.0
E in a.u.: -1309.67751
HOMO level in eV: -2.94
Total charge: -1
Frontier orbital gap in eV: 5.91

=====

Ca2HgI | the ωB97M-V functional and the def2-TZVPD basis

Last column: Mulliken charge in e.
Positions of all 4 atoms, in Å:
Hg (-1.458, 0.141, 1.710)  1.3422
Ca (-1.431, 1.326, -1.966)  1.7719
Ca (2.085, -2.034, 0.420)  1.8014
I (0.804, 0.568, -0.164)  0.0845

Force components x, y, z for each atom (eV/Å):
Hg 0.359 0.310 0.776
Ca -1.512 1.269 -2.672
Ca 2.105 -2.528 0.318
I -0.952 0.949 1.579

Values from the calculation:
Largest force on an atom in eV Å⁻¹: 3.32
Lowest unoccupied orbital energy in eV: -24.8
E in a.u.: -1803.70382
HOMO level in eV: -32.41
Total charge: +5
Frontier orbital gap in eV: 7.59

=====

C3H6OS | the ωB97M-V functional and the def2-TZVPD basis

Last column: Mulliken charge in e.
Positions of all 11 atoms, in Å:
O (1.623, 1.329, -1.445)  -0.4534
C (0.855, 0.422, -1.478)  -0.0289
C (-0.329, 0.160, -0.561)  -0.4826
C (0.010, 0.136, 0.932)  -0.5579
S (-1.380, -0.611, 1.873)  -0.2380
H (0.915, -0.347, -2.265)  0.3127
H (-1.061, 0.901, -0.921)  0.3306
H (-0.838, -0.770, -0.813)  0.3508
H (0.192, 1.118, 1.337)  0.3006
H (0.819, -0.579, 1.048)  0.3404
H (-0.805, -1.761, 2.295)  0.1256

Atoms 1-6, force components in eV/Å:
O 0.435 0.744 0.449
C -0.868 -1.349 -0.212
C -0.201 0.467 -0.388
C -0.878 -0.720 -0.458
S -0.159 -0.009 0.256
H 0.277 -0.052 -0.378

Values from the calculation:
Largest force on an atom in eV Å⁻¹: 1.62
Lowest unoccupied orbital energy in eV: 0.7
Structure (SMILES): O=CCCS
E in a.u.: -591.30309
HOMO level in eV: -9.26
Frontier orbital gap in eV: 9.99

=====

C5H5NS | the ωB97M-V functional and the def2-TZVPD basis

Last column: Mulliken charge in e.
Positions of all 12 atoms, in Å:
C (0.228, 1.855, -0.012)  -1.2246
C (-0.214, 0.499, -0.056)  0.7276
N (-1.443, 0.026, 0.052)  -0.5993
C (-1.294, -1.345, -0.017)  -0.2132
C (0.039, -1.801, 0.030)  -0.5223
C (0.860, -0.595, -0.033)  0.2302
S (2.487, -0.515, 0.007)  -0.2157
H (0.594, 2.105, 0.973)  0.3098
H (1.086, 2.026, -0.648)  0.3606
H (-0.561, 2.578, -0.198)  0.3365
H (-2.165, -1.995, -0.100)  0.4147
H (0.382, -2.838, 0.002)  0.3957

Atoms 1-6, force components in eV/Å:
C -0.242 2.075 0.069
C -1.300 -1.358 0.602
N 2.456 2.041 -0.763
C 2.620 -2.879 0.316
C -2.382 0.489 -0.400
C -0.476 -1.493 0.187

Values from the calculation:
Largest force on an atom in eV Å⁻¹: 3.91
Lowest unoccupied orbital energy in eV: -2.0
Structure (SMILES): CC1=NC=CC1=S
E in a.u.: -646.40180
HOMO level in eV: -8.94
Frontier orbital gap in eV: 6.94

=====

C5H10FNO | the ωB97M-V functional and the def2-TZVPD basis

Last column: Mulliken charge in e.
Positions of all 18 atoms, in Å:
C (2.982, -0.081, 0.176)  -0.6678
C (0.693, 0.675, -0.362)  -0.3520
C (-0.679, 0.632, -0.124)  0.2254
C (-1.420, -0.597, 0.319)  0.4307
C (-3.014, -0.243, 0.285)  -0.9402
H (3.278, 0.724, 1.183)  0.2491
H (3.657, -1.076, 0.325)  0.2868
H (3.400, 0.572, -0.871)  0.2280
H (1.336, -1.373, -0.870)  0.2789
H (0.633, 0.792, -1.521)  0.2269
H (1.286, 1.628, 0.175)  0.3149
H (-0.930, -0.674, 1.393)  0.2644
H (-3.597, -0.976, 0.978)  0.3047
H (-3.046, 1.134, 0.573)  0.2844
H (-3.529, -0.622, -0.830)  0.2191
N (1.543, -0.662, 0.082)  -0.4101
O (-1.482, 1.606, -0.283)  -0.6309
F (-1.110, -1.458, -0.628)  -0.3124

Atoms 1-6, force components in eV/Å:
C 2.293 -0.436 -0.514
C 5.343 0.146 -0.575
C -7.173 3.512 1.140
C -1.639 3.453 2.558
C -0.736 -0.166 -0.171
H -1.629 -2.675 -3.030

Values from the calculation:
Largest force on an atom in eV Å⁻¹: 8.07
Lowest unoccupied orbital energy in eV: 0.7
E in a.u.: -426.11970
HOMO level in eV: -9.42
Frontier orbital gap in eV: 10.12